Below is 5 unconnected molecules or ions with the total composition C34H35F5NO2, with properties calculated with wB97M-V/def2-TZVPD.

```
77
Properties=species:S:1:pos:R:3:forces:R:3
C -1.9685 -2.5807 1.8884 -1.650 -0.038 0.698
N -0.6915 -1.8027 1.5201 -2.503 1.006 0.695
O 0.3648 -2.5531 1.8920 1.539 -2.198 0.497
C -0.7023 -1.3902 0.0660 -0.029 0.257 -2.877
C -0.5621 -2.6167 -1.0114 -0.037 0.087 -1.285
F 0.7425 -3.3384 -0.9657 -3.207 1.614 0.441
C -0.6957 -0.5741 2.4472 -0.005 2.049 2.058
O 0.4668 0.3292 2.1979 -3.306 1.001 -0.097
C 0.0027 1.7453 2.2107 -1.601 4.639 0.682
C -0.3976 2.4488 3.6532 -0.374 1.778 -3.252
C -0.9621 3.9970 3.7188 0.908 -1.498 -3.867
C -1.1178 4.8853 2.3482 1.633 -4.079 -0.278
C -0.6880 4.2184 0.8919 0.213 -2.505 3.923
C -0.1394 2.6713 0.8451 -0.973 1.231 2.950
H -2.8866 -1.9823 1.4422 1.909 -1.512 1.025
H -2.0080 -2.5964 3.0692 -0.021 0.155 -2.508
H -1.9352 -3.6995 1.5421 0.166 2.386 0.274
H 0.0351 -3.3140 2.4894 0.650 1.499 -0.966
H -1.7614 -0.8854 -0.1348 2.287 -1.146 0.506
H 0.1032 -0.5833 -0.2193 -1.364 -1.747 1.246
H -1.4699 -3.3827 -1.0007 2.228 1.402 0.366
H -0.6052 -2.1127 -2.0932 0.183 -0.993 2.472
H -1.7226 0.0149 2.3736 2.211 -1.265 -0.181
H -0.5885 -1.0061 3.5515 -0.170 0.742 -2.498
H -0.2780 1.8389 4.6483 -0.240 1.324 -2.200
H -1.2710 4.4612 4.7561 0.778 -1.121 -2.375
H -1.5007 5.9952 2.3735 0.865 -2.535 0.017
H -0.7828 4.8545 -0.0924 0.236 -1.683 2.307
H 0.1591 2.2171 -0.1918 -0.596 0.938 2.250
F 5.4874 0.2208 -3.9280 0.048 0.080 -0.014
C 4.6716 -0.7907 -3.6026 -0.563 -0.724 0.208
C 3.9775 -0.7495 -2.3984 0.007 0.071 -0.006
C 3.1239 -1.8000 -2.0614 0.192 -0.043 -0.443
C 2.9823 -2.8863 -2.9285 -0.038 -0.015 -0.005
C 3.6872 -2.9207 -4.1326 -0.006 0.324 0.309
C 4.5320 -1.8649 -4.4743 0.043 0.040 -0.035
H 4.1064 0.0984 -1.7337 0.034 -0.057 -0.096
H 2.5708 -1.7737 -1.1259 0.185 -0.019 -0.154
H 2.3199 -3.7075 -2.6633 0.189 0.189 -0.067
H 3.5786 -3.7691 -4.8040 0.047 0.179 0.103
H 5.0805 -1.8712 -5.4103 -0.020 0.038 0.116
F -4.4588 -3.2885 -2.7033 -0.132 -0.118 0.378
C -3.8179 -2.8499 -3.7949 0.566 0.442 -1.064
C -4.4035 -1.8649 -4.5826 -0.044 0.003 0.091
C -3.7342 -1.4042 -5.7163 0.291 -0.329 0.189
C -2.4905 -1.9422 -6.0561 -0.040 0.020 0.030
C -1.9133 -2.9342 -5.2619 -0.287 0.250 -0.002
C -2.5777 -3.3866 -4.1222 -0.047 0.025 0.126
H -5.3739 -1.4647 -4.3076 0.089 -0.072 -0.002
H -4.1799 -0.6288 -6.3345 0.047 -0.167 0.136
H -1.9708 -1.5858 -6.9430 -0.106 -0.089 0.182
H -0.9471 -3.3543 -5.5307 -0.181 0.060 0.076
H -2.1395 -4.1506 -3.4887 -0.085 -0.024 -0.081
F 0.1892 6.7450 0.1393 -0.152 0.123 0.368
C 0.8301 7.1836 -0.9522 0.737 0.556 -1.219
C 0.2445 8.1687 -1.7399 -0.059 -0.042 0.081
C 0.9138 8.6293 -2.8737 0.282 -0.339 0.167
C 2.1576 8.0914 -3.2135 -0.061 0.007 0.038
C 2.7347 7.0994 -2.4193 -0.360 0.223 -0.004
C 2.0703 6.6470 -1.2795 -0.080 -0.075 0.096
H -0.7259 8.5688 -1.4650 0.101 -0.036 0.013
H 0.4681 9.4047 -3.4918 0.051 -0.156 0.144
H 2.6772 8.4478 -4.1003 -0.101 -0.073 0.187
H 3.7009 6.6792 -2.6880 -0.183 0.074 0.095
H 2.5085 5.8829 -0.6460 -0.063 0.071 -0.021
F -0.3381 -4.2284 3.8803 -0.130 -0.433 -1.248
C -0.2952 -4.0381 5.2057 0.198 0.407 2.596
C -1.4740 -3.7885 5.8996 0.047 0.014 -0.307
C -1.4304 -3.5955 7.2803 0.443 -0.024 -0.050
C -0.2057 -3.6435 7.9508 -0.080 -0.007 -0.105
C 0.9727 -3.8898 7.2446 -0.410 0.037 -0.101
C 0.9273 -4.0938 5.8657 -0.015 -0.009 -0.284
H -2.4150 -3.7465 5.3608 0.019 -0.079 0.065
H -2.3475 -3.4073 7.8332 0.162 -0.041 -0.157
H -0.1716 -3.4885 9.0271 -0.008 -0.042 -0.235
H 1.9252 -3.9226 7.7680 -0.181 -0.022 -0.157
H 1.8326 -4.2952 5.3026 -0.076 0.012 0.035
```
Positions in Å, forces in eV/Å.

Its energy above the lowest of the compared OMol25 structures with the same formula, charge and spin is 207.0 kcal/mol. Its HOMO energy is -0.4005 Eh. The gap between HOMO and LUMO is 8.5 eV. The net charge is +1.

These are the Mulliken partial charges, in e, on atoms 1 to 5:
1 C -0.863
2 N 0.553
3 O -0.402
4 C -0.630
5 C -0.065

Below is 10 unconnected molecules or ions with the total composition H20O10, with properties calculated with wB97M-V/def2-TZVPD.

```
30
Properties=species:S:1:pos:R:3:forces:R:3
O -12.5670 13.7590 5.4710 -0.218 0.054 0.761
H -13.4830 14.0240 5.7170 0.741 -0.082 -0.552
H -12.1490 13.5910 6.3300 -0.003 0.228 -0.557
O -16.3190 16.9910 5.8160 1.512 1.298 1.206
H -17.2450 17.0330 5.8290 -2.483 -0.412 -0.595
H -16.1810 17.6640 6.5140 0.791 -0.358 -0.437
O -14.2040 15.5720 2.5790 0.470 0.146 -0.478
H -14.5750 14.7320 2.8390 -0.160 -0.444 0.131
H -14.5470 16.1970 3.2080 -0.201 0.217 0.301
O -17.0940 12.8150 4.3580 -0.226 0.591 0.009
H -17.3330 12.2950 5.1310 0.254 -0.105 -0.094
H -16.4410 13.4680 4.6820 -0.244 -0.633 -0.093
O -16.1530 15.1480 8.2290 -1.019 -1.778 0.472
H -16.0000 15.8430 7.6160 0.358 1.139 -0.737
H -16.8260 14.5830 7.7900 0.372 0.596 0.574
O -14.7740 11.4190 5.7360 -1.108 1.609 0.098
H -14.2590 10.6410 5.8050 0.996 -0.896 0.225
H -14.3650 12.1510 6.2530 -0.039 -1.142 -0.505
O -13.7550 16.9050 7.2340 -0.156 1.291 0.242
H -13.6130 17.7790 7.6460 0.059 -0.699 0.424
H -13.7490 17.2050 6.3230 0.158 -0.533 -0.665
O -13.9840 13.0110 7.8340 1.366 0.967 -1.042
H -13.1000 12.6810 8.0440 -0.490 -0.097 0.278
H -14.6160 12.6440 8.4130 -0.854 -0.777 1.276
O -17.1750 16.8920 3.0020 -0.510 -0.088 -0.639
H -17.5620 16.4740 3.7740 0.324 0.042 -0.016
H -16.4080 17.4060 3.2480 0.007 0.020 0.414
O -15.2450 14.5170 5.5760 0.491 -2.485 0.585
H -15.3310 14.4090 6.5350 0.327 -0.652 0.173
H -15.4210 15.4160 5.5440 -0.515 2.980 -0.762
```
Positions in Å, forces in eV/Å.

As for the SMILES: O.O.O.O.O.O.O.O.O.O. Its energy above the lowest of the compared OMol25 structures with the same formula, charge and spin is 87.0 kcal/mol. Its HOMO energy is -0.3790 Eh. The gap between HOMO and LUMO is 9.8 eV.

These are the Mulliken partial charges, in e, on atoms 1 to 5:
1 O -0.613
2 H 0.347
3 H 0.275
4 O -0.635
5 H 0.286